No. 1
DFT (ωB97M-V/def2-TZVPD) results for an isolated molecule of C3H6N4O3 at a distorted geometry.

Values from the calculation:
**HOMO**: -8.934 eV

Structure (ORCA input):
```
! RIJCOSX wB97M-V def2-TZVPD def2/J DEFGRID3
* xyz 0 1
C 0.40 0.18 1.21
C 0.03 0.30 -1.89
C -1.01 -0.83 -1.49
H 0.21 -0.10 3.33
H 1.39 -1.15 2.33
H -1.08 1.49 1.98
H -0.37 2.08 0.50
H 1.64 1.30 -1.23
H -1.10 -2.84 -1.79
N 0.59 -0.47 2.34
N -0.25 1.42 1.36
N 1.05 -0.19 0.11
N 0.86 0.66 -0.96
O 0.21 0.81 -3.03
O -0.65 -2.01 -2.04
O -1.92 -0.64 -0.73
*
```

Here are the natural (NBO) charges for atoms 1 to 8, given in e: 0.598 0.558 0.748 0.420 0.425 0.396 0.419 0.409

***

No. 2
DFT (ωB97M-V/def2-TZVPD) results for an isolated molecule of C4H5NO2 at a distorted geometry.

Values from the calculation:
**HOMO**: -6.650 eV

Structure (ORCA input):
```
! RIJCOSX wB97M-V def2-TZVPD def2/J DEFGRID3
* xyz 0 1
N -0.09 -0.76 0.75
C 1.02 -0.14 0.16
C -1.14 -0.08 0.18
C 0.66 1.15 -0.26
C -0.73 1.23 -0.13
O 2.04 -0.92 -0.23
O -2.30 -0.68 -0.09
H 2.85 -0.39 -0.22
H -2.15 -1.64 -0.13
H -0.10 -1.75 0.93
H 1.34 1.93 -0.57
H -1.39 2.05 -0.40
*
```

Here are the natural (NBO) charges for atoms 1 to 8, given in e: -0.575 0.387 0.450 -0.365 -0.385 -0.676 -0.652 0.488

***

No. 3
DFT (ωB97M-V/def2-TZVPD) results for a 3-piece molecular cluster, C4H7NO2 overall.

Values from the calculation:
**HOMO**: -9.625 eV

Structure (ORCA input):
```
! RIJCOSX wB97M-V def2-TZVPD def2/J DEFGRID3
* xyz 0 1
O 2.19 1.33 0.35
N 1.98 0.11 -0.24
C 0.75 -0.12 -0.43
C 0.02 -1.39 -0.79
C -0.84 -0.66 0.25
C -0.58 0.74 -0.14
O -0.89 1.57 0.81
H 3.15 1.41 0.35
H 0.48 -2.32 -0.49
H -0.38 -1.41 -1.80
H -0.58 -0.90 1.28
H -2.34 -0.08 0.91
H -0.92 0.96 -1.18
H -2.03 0.77 1.12
*
```

Here are the natural (NBO) charges for atoms 1 to 8, given in e: -0.520 -0.075 0.190 -0.462 -0.050 0.057 -0.640 0.480

***

No. 4
DFT (ωB97M-V/def2-TZVPD) results for a 2-piece molecular cluster, C3H8N2O2 overall at a distorted geometry.

Values from the calculation:
**HOMO (alpha / beta)**: 0.309 / -4.928 eV

Structure (ORCA input):
```
! RIJCOSX wB97M-V def2-TZVPD def2/J DEFGRID3
* xyz -1 2
C -2.21 -0.42 -1.32
N 0.70 1.70 -0.68
C -0.31 1.10 -1.32
N -0.91 0.01 -0.86
H -2.17 -1.47 -1.59
H -2.52 0.17 -2.19
H -2.97 -0.27 -0.55
H 1.24 1.18 0.03
H 1.09 2.55 -1.07
H -0.72 1.61 -2.18
H -0.46 -0.59 -0.09
O 0.19 -1.47 1.04
C 1.06 -1.05 1.85
O 1.71 0.01 1.79
H 1.25 -1.69 2.73
*
```

Here are the natural (NBO) charges for atoms 1 to 8, given in e: -0.398 -0.851 -0.068 -0.640 0.180 0.176 0.174 0.432

***

No. 5
DFT (ωB97M-V/def2-TZVPD) results for C18H21N2OPbS4 as an isolated structure at a distorted geometry.

Values from the calculation:
**HOMO**: -3.671 eV

Structure (ORCA input):
```
! RIJCOSX wB97M-V def2-TZVPD def2/J DEFGRID3
* xyz -1 1
Pb -1.16 -9.05 13.82
C -0.35 -13.60 12.15
N -1.51 -13.22 11.35
C -1.23 -12.18 10.35
C -0.99 -10.80 10.98
N -2.15 -9.97 11.26
C -3.43 -10.67 11.53
C -2.31 -8.84 10.42
C -2.05 -8.87 9.06
C -2.26 -7.76 8.26
C -2.72 -6.58 8.87
C -2.93 -6.49 10.23
C -2.78 -7.60 10.99
S -3.19 -7.46 12.64
C -2.68 -13.98 11.34
C -3.49 -13.98 10.17
C -4.69 -14.63 10.05
C -5.23 -15.32 11.13
C -4.49 -15.35 12.28
C -3.21 -14.78 12.40
S -2.13 -11.07 14.48
H 0.59 -13.22 11.71
H -0.23 -14.74 12.10
H -0.35 -13.31 13.17
H -2.09 -12.04 9.78
H -0.40 -12.54 9.74
H -0.29 -10.24 10.34
H -0.44 -10.94 11.91
H -3.84 -11.07 10.61
H -4.12 -9.97 11.98
H -3.21 -11.43 12.23
H -1.76 -9.86 8.71
H -1.99 -7.84 7.19
H -2.93 -5.73 8.18
H -3.32 -5.57 10.63
H -3.05 -13.55 9.30
H -5.25 -14.59 9.16
H -6.28 -15.70 11.11
H -4.81 -15.75 13.23
C -3.47 -18.68 14.12
O -3.31 -17.28 14.32
C -2.20 -16.67 13.94
S -0.86 -17.39 13.34
S -2.44 -14.92 14.07
H -3.88 -18.99 15.06
H -2.50 -19.13 14.00
H -4.17 -18.88 13.22
*
```

Here are the natural (NBO) charges for atoms 1 to 8, given in e: 0.803 -0.421 -0.452 -0.229 -0.231 -0.479 -0.433 0.079

***

No. 6
DFT (ωB97M-V/def2-TZVPD) results for a 3-piece molecular cluster, C8H22IN2O2 overall at a distorted geometry.

Values from the calculation:
**HOMO**: -3.962 eV

Structure (ORCA input):
```
! RIJCOSX wB97M-V def2-TZVPD def2/J DEFGRID3
* xyz -1 1
I 4.13 7.82 10.51
C 3.96 5.03 7.81
C 5.30 5.39 7.19
C 5.15 6.80 6.63
O 5.63 7.01 5.31
C 6.10 8.30 5.04
N 6.51 5.17 7.93
H 3.28 5.21 6.99
H 3.63 5.68 8.63
H 3.84 3.99 8.10
H 5.37 4.76 6.28
H 5.46 7.55 7.36
H 4.02 7.02 6.64
H 5.94 8.61 3.99
H 7.19 8.26 5.11
H 5.66 9.10 5.64
H 6.54 4.22 8.28
H 6.48 5.73 8.80
C 7.76 10.74 8.25
C 8.45 9.64 9.03
C 7.91 9.51 10.44
O 8.74 8.68 11.29
C 8.04 8.30 12.50
N 8.57 8.40 8.37
H 8.32 11.10 7.38
H 7.68 11.62 8.91
H 6.77 10.37 8.04
H 9.47 10.00 9.23
H 6.94 8.94 10.40
H 7.76 10.50 10.81
H 7.73 9.12 13.13
H 8.68 7.57 12.99
H 7.17 7.73 12.15
H 7.92 7.70 8.70
H 9.47 7.98 8.24
*
```

Here are the natural (NBO) charges for atoms 1 to 8, given in e: -0.965 -0.638 -0.073 -0.069 -0.556 -0.244 -0.834 0.193